No. 1
This record from the Open Molecules 2025 dataset describes a cluster of 2 separate species, C4H9N3O2 in total in a non-equilibrium geometry. The level of theory is wB97M-V/def2-TZVPD.

```
18
Properties=species:S:1:pos:R:3:forces:R:3
H -1.050 -2.516 -1.367 0.01 0.06 -0.06
C 0.779 0.732 2.127 0.01 -0.61 3.05
N -0.164 1.578 -0.763 0.09 0.05 0.20
H 2.318 -0.352 -0.411 -0.23 -0.19 -0.22
H 0.244 -1.473 0.531 -0.07 -0.18 -0.10
C -0.340 -0.882 -0.189 2.28 1.98 0.13
O -1.577 -0.539 0.305 -0.85 0.52 0.80
O 1.837 0.276 2.289 -0.01 0.43 -1.17
H -1.019 -0.957 -2.220 0.00 -0.01 -0.05
H -0.759 1.799 2.777 0.11 0.35 -0.10
C -0.482 -1.595 -1.520 -0.06 0.04 0.31
H 0.276 2.317 -1.286 -0.18 0.05 0.12
N -0.403 0.975 2.332 0.17 -0.06 -0.90
H -1.437 -0.038 1.150 -0.16 -0.59 -0.78
H 0.497 -1.839 -1.926 0.01 0.01 -0.02
H -1.159 1.549 -0.610 0.15 -0.02 -0.19
C 0.606 0.499 -0.452 -1.78 -2.24 -1.78
N 1.833 0.467 -0.768 0.52 0.43 0.76
```
Forces are in eV/Å.

Properties
energy above the lowest of the compared OMol25 structures with the same formula, charge and spin = 1.412 eV
charge = 0
M = 131.1 Da
HOMO energy = -9.0 eV
structure (SMILES) = [H]/N=C(/N)[C@H](C)O.N=C=O
Kohn-Sham gap = 9.45 eV

Here are the Mulliken charges for atoms 1 to 5, given in e: number 1, H, carries 0.38; number 2, C, carries 0.70; number 3, N, carries -0.32; number 4, H, carries 0.26; number 5, H, carries 0.27

=====

No. 2
This record from the Open Molecules 2025 dataset describes a structure of composition C4H9N3O2 in a non-equilibrium geometry. The level of theory is wB97M-V/def2-TZVPD.

```
18
Properties=species:S:1:pos:R:3:forces:R:3
C -0.427 -0.113 -0.277 1.22 5.67 0.18
H -3.488 0.318 -0.538 0.86 -0.28 0.26
H 0.970 2.898 -0.053 -0.93 0.87 0.61
N 1.996 -0.135 0.303 -2.26 -4.51 5.31
H 0.053 2.553 -1.665 -0.01 1.50 -0.05
C -2.947 -0.184 0.284 0.59 0.65 4.11
C 0.575 2.229 -0.788 0.03 -3.53 -0.81
O 1.095 0.238 1.567 -0.14 4.60 1.54
C 0.914 -0.895 -0.291 0.08 -1.76 -3.45
H 0.736 1.414 1.805 2.11 -5.15 -2.06
H 2.195 -1.193 1.032 0.66 3.91 -2.83
H -1.453 -1.641 -0.625 -0.82 0.19 1.08
H -3.765 -0.752 0.972 2.28 -0.27 -2.37
O 1.106 -1.989 -0.868 -0.81 3.25 1.91
H -2.794 0.556 1.233 0.30 -0.93 -2.91
H 1.555 1.863 -1.209 -0.92 -0.66 0.39
N -1.514 -0.823 0.011 -3.85 -2.07 -0.23
N -0.526 1.211 -0.332 1.61 -1.48 -0.68
```
Forces are in eV/Å.

Properties
energy above the lowest of the compared OMol25 structures with the same formula, charge and spin = 8.668 eV
charge = 0
M = 131.1 Da
HOMO energy = -8.8 eV
Kohn-Sham gap = 8.84 eV

Here are the Mulliken charges for atoms 1 to 5, given in e: number 1, C, carries 0.76; number 2, H, carries 0.29; number 3, H, carries 0.29; number 4, N, carries -0.25; number 5, H, carries 0.38

=====

No. 3
This record from the Open Molecules 2025 dataset describes an isolated molecule of C4H9N3O2 in a non-equilibrium geometry. The level of theory is wB97M-V/def2-TZVPD.

```
18
Properties=species:S:1:pos:R:3:forces:R:3
H -0.803 -3.321 -0.707 0.03 0.09 -0.04
H 0.239 -2.204 -1.743 0.62 -0.31 0.23
H 0.906 0.679 2.274 0.37 -0.60 0.34
C -0.248 -2.390 -0.789 -0.81 0.79 -0.44
H 1.598 -0.441 -0.289 0.43 -0.26 0.09
H -0.847 0.190 -2.610 -0.30 0.19 0.17
C 0.861 -0.105 0.435 -1.72 -1.18 -1.00
H 2.030 -0.712 1.992 -0.21 0.51 0.39
O -2.149 0.666 -0.180 1.62 -1.34 -0.59
N 1.277 -0.094 1.733 -0.13 0.15 0.01
H -0.535 2.803 0.028 0.14 -0.19 0.84
O -0.824 0.926 -1.980 -0.09 -1.59 -1.63
N 0.183 1.042 -0.002 0.93 -0.91 -0.56
C -0.440 -1.381 0.066 1.85 -0.02 0.93
H 0.790 3.012 0.874 1.57 -1.27 -0.88
C -1.033 0.557 -0.680 -1.10 4.82 1.69
H -1.106 -1.523 0.916 0.13 0.18 0.01
N 0.103 2.298 0.661 -3.34 0.97 0.45
```
Forces are in eV/Å.

Properties
energy above the lowest of the compared OMol25 structures with the same formula, charge and spin = 6.201 eV
charge = 0
M = 131.1 Da
HOMO energy = -7.4 eV
structure (SMILES) = C=C[C@H](N)N(N)C(=O)O
Kohn-Sham gap = 7.46 eV

Here are the Mulliken charges for atoms 1 to 5, given in e: number 1, H, carries 0.27; number 2, H, carries 0.27; number 3, H, carries 0.25; number 4, C, carries -0.64; number 5, H, carries 0.34

=====

No. 4
This record from the Open Molecules 2025 dataset describes an isolated molecule of C4H9N3O2 in a non-equilibrium geometry. The level of theory is wB97M-V/def2-TZVPD.

```
18
Properties=species:S:1:pos:R:3:forces:R:3
H -2.794 0.230 -2.298 -0.27 0.27 2.98
N 0.402 -0.258 -0.258 -0.06 2.59 0.44
O -2.184 0.359 0.772 -0.39 -0.77 -1.53
N 1.093 1.960 0.426 -7.22 -8.25 -7.48
O -3.056 0.320 -1.300 -0.71 -0.56 -2.47
H -0.554 -2.014 -0.497 -0.62 -1.19 -0.72
H -0.193 1.485 -1.142 -1.14 -1.64 -0.73
H -0.141 -1.575 1.098 -2.50 -0.37 7.19
H 1.533 2.421 1.006 5.84 5.48 7.42
H 2.202 -0.642 1.183 2.99 -8.92 -4.59
C -0.573 0.388 -1.149 -1.09 -0.52 2.13
H -0.757 -0.218 -2.067 1.03 0.85 0.15
H 1.354 -2.100 0.181 -4.07 0.34 -0.15
N 1.848 0.039 1.593 -3.50 4.76 3.95
C 1.039 0.665 0.644 1.72 2.89 -1.17
C 0.121 -1.609 0.194 7.56 0.35 -6.01
C -2.057 0.264 -0.427 2.95 2.22 0.27
H 2.716 0.284 2.041 -0.50 2.46 0.34
```
Forces are in eV/Å.

Properties
energy above the lowest of the compared OMol25 structures with the same formula, charge and spin = 4.601 eV
charge = 0
M = 131.1 Da
HOMO energy = -8.6 eV
structure (SMILES) = [H]/N=C(\N)N(C)CC(=O)O
Kohn-Sham gap = 9.03 eV

Here are the Mulliken charges for atoms 1 to 5, given in e: number 1, H, carries 0.38; number 2, N, carries 0.02; number 3, O, carries -0.52; number 4, N, carries -0.69; number 5, O, carries -0.51

=====

No. 5
This record from the Open Molecules 2025 dataset describes a structure of composition C4H9N3O4 in a non-equilibrium geometry. The level of theory is wB97M-V/def2-TZVPD.

```
20
Properties=species:S:1:pos:R:3:forces:R:3
H -0.064 -1.213 -1.420 0.80 -0.39 0.06
H -0.183 1.237 1.705 -0.63 -0.56 -0.30
C -0.624 0.099 0.082 1.37 1.18 1.17
H -1.558 0.032 1.909 1.30 -0.58 0.11
O -0.287 2.329 1.219 -0.31 1.73 -1.32
H 1.650 0.355 -2.412 1.87 -0.56 -0.97
C -0.727 2.097 0.047 3.07 -5.69 6.98
H 1.226 -0.961 -0.112 0.46 -0.53 -0.05
C 0.511 -0.530 -0.788 -2.51 1.85 -0.10
O -4.084 -0.550 -0.048 2.15 -0.73 0.28
H 0.304 1.321 -2.091 0.91 -1.22 1.05
N -2.851 -0.221 0.513 -1.80 0.90 0.26
H 1.556 1.210 -0.799 1.10 0.98 -0.17
H 0.104 -0.638 1.993 -0.80 -0.17 -0.29
O -2.190 -0.815 -1.494 1.22 1.08 1.06
N -0.562 0.019 1.573 0.29 0.46 -0.36
H -3.751 -1.131 -0.804 -0.62 0.72 0.05
N -1.918 -0.287 -0.328 -2.43 -2.51 -1.86
C 1.096 0.662 -1.588 -2.65 0.05 0.17
O -1.135 2.432 -0.933 -2.77 4.00 -5.76
```
Forces are in eV/Å.

Properties
energy above the lowest of the compared OMol25 structures with the same formula, charge and spin = 1.959 eV
charge = 0
M = 163.1 Da
HOMO energy = -8.8 eV
Kohn-Sham gap = 9.04 eV

Here are the Mulliken charges for atoms 1 to 5, given in e: number 1, H, carries 0.38; number 2, H, carries 0.51; number 3, C, carries 0.03; number 4, H, carries 0.39; number 5, O, carries -0.62

=====

No. 6
This record from the Open Molecules 2025 dataset describes a structure of composition C4H9N3O5P in a non-equilibrium geometry. The level of theory is wB97M-V/def2-TZVPD.

```
22
Properties=species:S:1:pos:R:3:forces:R:3
H -1.541 -0.177 1.417 -0.16 0.08 -0.52
C -1.236 -1.030 0.792 -2.66 1.80 -0.08
H -0.744 -1.597 1.464 2.59 -2.14 1.60
H 1.257 -1.446 0.277 -1.59 0.71 0.04
C -1.244 0.532 -1.061 0.03 0.15 -0.28
H -2.110 -1.595 0.545 -0.84 -0.25 -0.34
N 1.630 -0.147 -1.081 1.46 3.31 -2.36
O 3.163 -0.637 1.329 0.17 -1.25 -0.54
N 2.714 2.108 0.681 -2.40 0.32 0.40
H -0.920 0.342 -2.080 0.04 1.00 -0.53
H 2.443 1.687 1.606 0.96 -0.16 -1.11
O 0.275 2.430 -0.577 -0.73 -0.39 -0.08
N -0.569 -0.596 -0.388 -1.85 0.20 0.95
C 0.731 -0.677 -0.366 2.37 -2.43 0.64
C -0.774 1.831 -0.233 -0.68 -0.38 -1.37
O 3.671 1.361 -0.023 1.24 -1.19 -0.66
O 4.549 -0.834 -1.011 -0.35 -0.09 0.67
H -2.386 0.490 -1.048 1.70 -0.43 0.36
P 3.625 -0.262 -0.023 -1.63 2.39 -0.43
H 1.319 0.709 -1.741 0.96 -2.37 2.11
O -1.567 2.018 0.690 0.13 0.55 0.67
H 1.817 2.018 0.108 1.25 0.58 0.87
```
Forces are in eV/Å.

Properties
energy above the lowest of the compared OMol25 structures with the same formula, charge and spin = 3.831 eV
charge = -1
M = 210.1 Da
HOMO energy = -5.3 eV
Kohn-Sham gap = 8.64 eV

Here are the Mulliken charges for atoms 1 to 5, given in e: number 1, H, carries 0.35; number 2, C, carries -1.16; number 3, H, carries 0.49; number 4, H, carries 0.32; number 5, C, carries -0.94